# C36H54MgNO2P3Si

C36H54MgNO2P3Si as an isolated structure (wB97M-V/def2-TZVPD, the Open Molecules 2025 dataset).

```
! RIJCOSX wB97M-V def2-TZVPD def2/J DEFGRID3
* xyz 0 1
Mg 1.151 0.672 0.493
C -2.298 2.888 2.044
C -1.743 3.487 0.752
C -0.704 4.568 1.057
P -0.981 2.139 -0.240
C -0.602 2.860 -1.922
C -1.542 3.965 -2.397
C 0.858 3.301 -2.033
C -2.409 1.045 -0.659
C -3.646 1.556 -1.052
C -4.621 0.725 -1.584
C -4.354 -0.628 -1.754
C -3.138 -1.147 -1.336
C -2.166 -0.337 -0.740
Si -0.584 -1.028 0.070
C -1.255 -1.724 1.740
C -2.430 -2.493 1.775
C -2.990 -2.940 2.959
C -2.386 -2.619 4.169
C -1.231 -1.860 4.169
C -0.658 -1.404 2.975
P 0.899 -0.422 3.032
C 0.732 0.586 4.594
C 0.921 2.064 4.249
C 1.656 0.204 5.749
C 2.190 -1.743 3.257
C 2.443 -2.366 1.878
C 1.904 -2.855 4.262
C -0.082 -2.495 -1.046
C -0.359 -3.835 -0.742
C -0.026 -4.866 -1.611
C 0.579 -4.576 -2.827
C 0.873 -3.259 -3.140
C 0.574 -2.220 -2.259
P 1.038 -0.485 -2.685
C 0.159 -0.315 -4.304
C -1.347 -0.459 -4.091
C 0.488 1.012 -4.987
C 2.828 -0.607 -3.189
C 3.658 -1.503 -2.272
C 3.448 0.797 -3.185
H -2.668 3.680 2.698
H -1.516 2.347 2.585
H -3.113 2.187 1.858
H -2.560 3.940 0.182
H 0.105 4.169 1.669
H -1.165 5.390 1.608
H -0.255 4.986 0.156
H -0.736 1.991 -2.575
H -1.445 4.862 -1.783
H -2.587 3.659 -2.392
H -1.291 4.248 -3.423
H 1.073 4.156 -1.389
H 1.085 3.597 -3.060
H 1.564 2.511 -1.758
H -3.858 2.615 -0.959
H -5.574 1.139 -1.890
H -5.098 -1.277 -2.200
H -2.945 -2.208 -1.460
H -2.933 -2.736 0.846
H -3.896 -3.532 2.942
H -2.812 -2.958 5.105
H -0.764 -1.623 5.118
H -0.304 0.449 4.910
H 1.951 2.276 3.957
H 0.677 2.684 5.115
H 0.289 2.369 3.415
H 2.701 0.166 5.436
H 1.402 -0.755 6.195
H 1.584 0.960 6.535
H 3.091 -1.197 3.556
H 1.541 -2.850 1.492
H 3.217 -3.133 1.955
H 2.779 -1.633 1.146
H 0.987 -3.388 4.003
H 1.815 -2.504 5.287
H 2.722 -3.580 4.233
H -0.843 -4.079 0.196
H -0.249 -5.892 -1.346
H 0.825 -5.369 -3.521
H 1.364 -3.041 -4.083
H 0.505 -1.134 -4.946
H -1.728 0.311 -3.414
H -1.610 -1.426 -3.662
H -1.871 -0.354 -5.044
H 0.271 1.857 -4.328
H -0.121 1.127 -5.887
H 1.532 1.079 -5.289
H 2.854 -1.003 -4.212
H 3.643 -1.129 -1.244
H 4.700 -1.492 -2.599
H 3.317 -2.537 -2.258
H 3.541 1.159 -2.162
H 2.866 1.529 -3.743
H 4.452 0.768 -3.615
O 3.236 0.732 0.536
N 3.275 1.851 1.114
O 2.132 2.351 1.224
*
```

Output
F_max	0.0168	hartree/bohr
total energy	-3123.092597	Eh
HOMO level	-6.52	eV

# C36H54O27

A 9-piece molecular cluster, C36H54O27 overall (wB97M-V/def2-TZVPD, the Open Molecules 2025 dataset).

```
! RIJCOSX wB97M-V def2-TZVPD def2/J DEFGRID3
* xyz 0 1
C -3.119 -0.670 3.529
C -2.083 -1.403 4.404
C -2.726 -2.351 5.458
O -2.142 -3.561 5.108
C -1.415 -3.496 4.077
O -0.767 -4.398 3.645
O -1.295 -2.174 3.673
H -3.479 0.259 3.989
H -4.007 -1.282 3.018
H -2.752 -0.507 2.684
H -1.659 -0.609 4.794
H -3.873 -2.237 5.399
H -2.479 -2.241 6.486
C 6.187 -1.112 -1.035
C 5.838 -2.517 -0.542
C 4.412 -2.626 0.096
O 3.721 -3.307 -0.942
C 4.451 -3.627 -1.901
O 4.064 -4.391 -2.724
O 5.738 -3.201 -1.782
H 5.477 -0.690 -1.688
H 7.044 -1.222 -1.572
H 6.701 -0.316 -0.355
H 6.593 -3.031 0.065
H 4.031 -1.639 0.185
H 4.457 -3.434 0.729
C 0.565 4.536 1.607
C -0.691 4.581 2.468
C -1.961 4.011 1.849
O -2.195 2.762 2.495
C -1.376 2.747 3.552
O -1.339 1.833 4.372
O -0.513 3.743 3.574
H 0.455 5.223 0.730
H 0.998 3.534 1.209
H 1.415 4.873 2.004
H -0.805 5.584 2.976
H -1.851 3.798 0.718
H -2.829 4.737 2.000
C -0.240 -4.079 -1.707
C -0.670 -3.892 -0.271
C -1.688 -2.869 -0.208
O -2.791 -3.658 0.285
C -2.446 -4.967 0.701
O -3.152 -5.692 1.188
O -1.099 -5.071 0.371
H -0.073 -3.116 -2.015
H -0.921 -4.392 -2.276
H 0.746 -4.728 -1.926
H 0.251 -3.635 0.192
H -2.029 -2.399 -1.119
H -1.563 -2.063 0.541
C 1.620 -1.424 2.770
C 1.305 -0.071 2.953
C 1.748 0.479 4.314
O 2.385 1.769 3.958
C 2.616 1.776 2.725
O 3.227 2.759 2.206
O 2.053 0.725 2.104
H 2.757 -1.743 2.876
H 1.294 -1.639 1.781
H 1.048 -1.993 3.309
H 0.312 0.001 2.842
H 2.551 -0.349 4.661
H 1.007 0.771 4.970
C 1.694 -0.590 -2.362
C 1.354 0.124 -1.052
C 1.168 1.647 -1.304
O -0.214 1.959 -0.893
C -0.698 0.789 -0.309
O -1.750 0.706 0.330
O 0.160 -0.238 -0.551
H 1.313 -0.054 -3.324
H 1.415 -1.547 -2.235
H 2.738 -0.679 -2.300
H 2.268 -0.093 -0.498
H 1.135 1.835 -2.410
H 1.802 2.250 -0.582
C 4.368 4.027 -2.276
C 4.114 3.791 -3.765
C 5.016 2.748 -4.488
O 3.952 2.167 -5.169
C 2.753 2.513 -4.799
O 1.657 2.121 -5.177
O 2.853 3.462 -3.837
H 4.336 3.011 -1.825
H 3.656 4.698 -1.897
H 5.491 4.226 -2.018
H 4.162 4.925 -4.054
H 5.684 2.102 -3.803
H 5.498 3.319 -5.200
C -2.730 -0.275 -2.911
C -2.263 -0.590 -4.285
C -1.258 0.291 -5.007
O -0.138 -0.468 -5.337
C -0.371 -1.668 -4.900
O 0.315 -2.679 -5.043
O -1.534 -1.827 -4.323
H -3.546 -0.848 -2.390
H -2.852 0.806 -2.860
H -2.056 -0.450 -2.255
H -2.950 -1.027 -4.843
H -1.011 1.162 -4.436
H -1.702 0.830 -5.976
C -4.912 1.975 0.510
C -5.846 1.008 1.269
C -7.301 1.041 0.987
O -7.606 -0.318 0.551
C -6.481 -1.045 0.610
O -6.449 -2.229 0.368
O -5.458 -0.306 1.030
H -3.957 1.699 0.802
H -4.987 2.935 0.930
H -5.085 1.847 -0.360
H -5.547 1.242 2.228
H -7.410 1.800 0.146
H -7.861 1.241 1.709
*
```

Output
SMILES	C[C@H]1COC(=O)O1.C[C@H]1COC(=O)O1.C[C@H]1COC(=O)O1.C[C@H]1COC(=O)O1.C[C@H]1COC(=O)O1.C[C@H]1COC(=O)O1.C[C@H]1COC(=O)O1.C[C@H]1COC(=O)O1.C[C@H]1COC(=O)O1
F_max	0.2270	hartree/bohr
total energy	-3435.296771	Eh
HOMO level	-9.88	eV
energy relative to the best compared isomer or geometry (same formula, charge and spin)	324.3	kcal/mol